[1]
Below is 12 unconnected molecules or ions with the total composition C60H154N10O19 in a non-equilibrium geometry, with properties calculated with ωB97M-V/def2-TZVPD.

Element x y z (Å)
C 18.0041 19.1129 20.7384
O 18.6459 19.4529 19.5488
C 19.8318 18.7576 19.3477
C 20.3230 18.9474 17.8874
C 21.7054 18.3264 17.8408
N 20.3436 20.3994 17.5142
H 18.0272 18.0338 20.9648
H 16.9646 19.3444 20.5994
H 18.4121 19.6385 21.5889
H 20.6398 19.0258 20.0288
H 19.6576 17.6750 19.5481
H 19.6641 18.4742 17.1280
H 22.3741 18.6900 18.6245
H 22.2390 18.4856 16.9037
H 21.5909 17.2497 17.9883
H 20.9562 20.8424 18.2076
H 19.4529 20.7574 17.8751
C 22.0907 18.8697 10.9932
O 21.5681 18.9715 12.2850
C 21.8334 20.2520 12.8599
C 20.9746 20.3940 14.1029
C 19.5345 20.0841 13.7970
N 21.1940 21.7365 14.6508
H 21.8171 17.8696 10.6399
H 23.1652 19.0784 11.0334
H 21.5584 19.6257 10.3997
H 22.9044 20.3618 13.0498
H 21.5948 21.0746 12.1631
H 21.2658 19.6376 14.8445
H 18.8504 20.3956 14.5966
H 19.4395 19.0047 13.7796
H 19.2568 20.5421 12.8250
H 20.7699 21.7015 15.6040
H 22.1902 21.8704 14.8339
C 23.7804 20.4558 23.8046
O 23.6968 21.2403 22.6034
C 22.3603 21.5767 22.3237
C 22.2604 22.4229 21.0692
C 20.8180 22.9153 20.9180
N 22.7876 21.5926 20.0251
H 23.1947 19.5378 23.7411
H 23.3534 20.9773 24.6633
H 24.8113 20.1813 24.0166
H 21.7786 20.6497 22.1752
H 21.9362 22.0197 23.2194
H 22.8786 23.3246 21.2330
H 20.6506 23.4480 19.9944
H 20.6238 23.6698 21.6833
H 20.1462 22.0640 20.9101
H 23.1582 22.1907 19.2757
H 23.5860 21.0939 20.4144
C 12.2084 24.9113 23.5689
O 13.5675 25.0063 23.2108
C 13.8300 24.3309 22.0166
C 15.3552 24.1958 21.8822
N 15.7235 23.5490 20.6002
C 17.1419 23.2600 20.4834
C 17.4905 22.9838 19.0570
O 17.0712 24.0455 18.2672
C 17.2088 23.9176 16.8535
H 11.8230 23.8813 23.4188
H 11.5251 25.5779 23.0035
H 12.0677 25.2141 24.6049
H 13.4924 24.8822 21.1368
H 13.3588 23.3301 21.9444
H 15.7536 23.5473 22.6591
H 15.8108 25.1679 22.0140
H 15.5189 24.1752 19.8210
H 17.4814 22.4663 21.1374
H 17.8261 24.0397 20.8863
H 16.9633 22.0969 18.7418
H 18.5499 22.7385 19.0894
H 17.0515 22.9284 16.5105
H 18.2188 24.0975 16.5210
H 16.5267 24.5569 16.2907
C 18.2148 14.2335 17.0010
O 19.2357 13.2877 17.0215
C 20.3853 13.7402 17.6818
C 21.1615 14.7769 16.9100
N 21.6196 14.1825 15.6335
C 22.1020 15.3520 14.8024
C 20.9652 16.1536 14.1431
O 20.0633 15.4232 13.2488
C 20.6646 15.0554 12.0352
H 18.0073 14.6154 18.0075
H 17.2591 13.8037 16.6398
H 18.4489 15.0582 16.3175
H 20.9592 12.8009 17.8150
H 20.1110 14.0928 18.7091
H 22.0201 15.0749 17.5013
H 20.5176 15.6547 16.7595
H 20.8460 13.7656 15.1094
H 22.7422 14.9776 13.9800
H 22.7213 16.0258 15.4013
H 21.3314 17.0269 13.6167
H 20.2737 16.5250 14.9259
H 21.0113 15.9436 11.4757
H 19.9299 14.5291 11.4548
H 21.4883 14.3908 12.2668
C 20.1825 17.5325 23.0767
O 20.5831 16.4608 23.8484
C 20.2229 16.6203 25.2243
C 21.4040 17.0438 26.0962
N 21.8630 18.3602 25.7280
C 21.0526 19.4867 26.1206
C 20.8419 19.6956 27.5828
O 19.8313 18.7653 28.0268
C 19.5113 18.7982 29.3853
H 20.5877 18.4885 23.4574
H 19.1023 17.6066 23.0376
H 20.5871 17.4083 22.0629
H 19.7947 15.7010 25.6162
H 19.3847 17.2889 25.3284
H 22.2109 16.3514 25.8223
H 21.2126 16.8919 27.1807
H 22.8361 18.5342 25.9553
H 20.0666 19.3973 25.6724
H 21.4144 20.4546 25.7225
H 20.4321 20.7032 27.7708
H 21.8095 19.5382 28.0904
H 19.3539 19.7926 29.8179
H 20.3446 18.4129 29.9980
H 18.5633 18.2651 29.5548
C 26.1875 22.2592 18.6176
O 24.9758 22.2762 17.8288
C 25.1164 22.3871 16.4333
C 25.6535 21.0824 15.7403
N 24.5841 20.0851 15.7625
C 24.7690 18.9349 14.9212
C 25.4457 17.7766 15.5825
O 24.8069 17.3821 16.7309
C 25.4139 16.2589 17.3806
H 26.7313 21.3214 18.4794
H 25.9233 22.4400 19.6542
H 26.8732 23.0599 18.2852
H 25.8143 23.1863 16.1802
H 24.1196 22.5818 16.0531
H 26.5958 20.7618 16.2061
H 25.9025 21.3092 14.6886
H 24.5302 19.7119 16.6959
H 25.2892 19.1563 13.9644
H 23.8042 18.6037 14.5057
H 26.4462 18.1213 15.8833
H 25.4962 16.9702 14.8570
H 25.0041 16.1075 18.3709
H 26.4983 16.4582 17.4520
H 25.3275 15.3126 16.7833
C 16.5480 9.8723 23.6486
O 15.9085 11.0261 23.1263
C 14.4972 10.9766 23.1737
C 13.9512 12.3918 22.9141
N 14.1598 12.7227 21.4980
C 14.2379 14.1528 21.1321
C 14.3879 14.3775 19.6598
O 14.2117 15.7657 19.4784
C 15.4494 16.5186 19.5900
H 17.6154 10.0142 23.7067
H 16.2029 8.9999 23.1252
H 16.3095 9.7003 24.7181
H 14.1258 10.4933 24.0966
H 14.1549 10.2979 22.3809
H 14.4476 13.1255 23.5485
H 12.9139 12.3797 23.2943
H 13.4322 12.3067 20.9396
H 15.0927 14.5529 21.6653
H 13.4179 14.7571 21.4806
H 13.6107 13.8618 19.0842
H 15.3749 13.9876 19.3445
H 15.3957 17.5443 19.8882
H 15.9930 16.5293 18.6510
H 16.0705 16.0568 20.3515
C 10.8060 21.1483 22.1173
O 11.9763 20.5617 21.6725
C 11.9043 19.1730 21.5395
C 13.2391 18.6843 21.0036
N 14.3705 19.3085 21.6712
C 14.6117 18.9909 23.1044
C 15.4115 17.6954 23.1594
O 15.6615 17.2425 24.4528
C 16.0853 15.8895 24.4682
H 10.8590 22.2456 22.0202
H 10.5565 20.9442 23.1644
H 9.9148 20.8634 21.5540
H 11.0946 18.8619 20.8483
H 11.7580 18.7639 22.5484
H 13.2594 18.9026 19.9306
H 13.2936 17.5972 21.1175
H 14.2284 20.3006 21.5942
H 13.6801 18.9150 23.6690
H 15.2406 19.7733 23.5850
H 16.3675 17.8464 22.6129
H 14.8634 16.9031 22.6337
H 16.3342 15.6073 25.4777
H 17.0029 15.6218 23.9613
H 15.3378 15.2095 24.0269
C 14.3481 26.9471 19.2887
O 14.0713 25.6745 18.7137
C 12.7125 25.3373 18.6258
C 12.5688 23.8823 18.2378
N 13.4882 23.7201 17.0721
C 13.2510 22.4355 16.3822
C 13.8654 21.1910 17.0962
O 15.2600 21.1772 17.0579
C 15.8567 20.0567 17.6692
H 14.0504 26.9008 20.3400
H 13.7905 27.7337 18.7633
H 15.3983 27.1601 19.1467
H 12.2081 25.9340 17.8442
H 12.1964 25.6490 19.5401
H 11.5500 23.6764 17.9221
H 12.7409 23.2231 19.0932
H 14.4193 23.7552 17.5194
H 13.6507 22.4972 15.3666
H 12.1800 22.2563 16.2315
H 13.4457 20.2256 16.7182
H 13.4951 21.2123 18.1432
H 15.4488 19.1287 17.2242
H 15.6146 20.0168 18.7301
H 16.9430 20.0826 17.5086
C 27.5557 18.2491 20.0121
C 26.4265 17.7287 20.9265
C 25.1492 18.4914 20.6364
O 26.3485 16.2990 20.7202
H 27.3333 18.0740 18.9565
H 28.5765 17.9228 20.2573
H 27.5605 19.3181 20.2194
H 26.7261 17.9337 21.9452
H 24.8955 18.3776 19.5819
H 25.2491 19.5665 20.8333
H 24.2728 18.0652 21.1410
H 25.7645 15.8171 21.3115
C 18.5411 21.7803 23.8871
C 18.4076 23.2677 24.3200
C 17.3464 23.3236 25.3804
O 19.6614 23.7189 24.8225
H 18.4567 21.0381 24.6786
H 19.5032 21.5282 23.3983
H 17.7061 21.5486 23.2029
H 18.0639 23.8261 23.4580
H 17.1193 24.3590 25.6129
H 17.7674 22.8218 26.2631
H 16.4483 22.8207 25.0326
H 19.7574 24.6516 24.5855

## Properties
- net charge = 0
- SMILES = COC[C@H](C)N.COC[C@H](C)N.COC[C@H](C)N.COCCNCCOC.COCCNCCOC.COCCNCCOC.COCCNCCOC.COCCNCCOC.COCCNCCOC.COCCNCCOC.CC(C)O.CC(C)O
- electronic energy (eV) = -118508.9872

=====

[2]
Below is 20 unconnected molecules or ions with the total composition C60H160O20 in a non-equilibrium geometry, with properties calculated with ωB97M-V/def2-TZVPD.

Element x y z (Å)
C -28.3199 -4.2299 1.5592
C -27.8716 -4.8520 0.2319
C -26.4845 -4.4287 -0.2155
O -27.9422 -6.2770 0.5935
H -29.2889 -4.6646 1.8047
H -28.2976 -3.1407 1.5221
H -27.6427 -4.5686 2.3432
H -28.6598 -4.7140 -0.5082
H -25.7802 -4.2936 0.6054
H -26.6467 -3.4124 -0.5747
H -26.0190 -4.7755 -1.1380
H -28.8627 -6.5230 0.7108
C -23.8212 -0.9462 -6.0157
C -23.1790 -0.8429 -4.5686
C -23.7798 -1.5929 -3.4557
O -21.8655 -1.3455 -4.8052
H -23.7045 -1.9957 -6.2859
H -23.2992 -0.3603 -6.7723
H -24.8729 -0.6633 -6.0606
H -22.9872 0.1472 -4.1550
H -23.8586 -2.6099 -3.8399
H -24.6950 -1.1482 -3.0648
H -23.0744 -1.7354 -2.6370
H -21.8854 -2.2863 -4.9953
C -30.7134 6.9257 2.4890
C -31.6175 6.5701 1.3083
C -31.1780 5.3309 0.6205
O -32.8325 6.2340 1.9254
H -29.6872 6.9396 2.1217
H -30.6345 6.0809 3.1733
H -30.8091 7.8852 2.9971
H -31.7950 7.4210 0.6505
H -31.7984 5.1444 -0.2561
H -31.1759 4.4144 1.2105
H -30.2044 5.3686 0.1319
H -32.6913 6.0926 2.8643
C -23.6526 7.3475 1.3584
C -22.7482 6.8605 0.1675
C -22.3135 7.8630 -0.9419
O -21.5490 6.4098 0.6452
H -24.4927 7.8686 0.8991
H -23.1918 8.1274 1.9646
H -24.0131 6.5229 1.9733
H -23.2602 6.0344 -0.3260
H -21.8162 7.3459 -1.7625
H -21.7592 8.6956 -0.5088
H -23.1477 8.2601 -1.5201
H -21.1154 7.1369 1.0979
C -30.8445 2.8944 -4.0117
C -31.8155 2.5286 -2.8852
C -31.1109 2.1824 -1.7128
O -32.4184 3.7407 -2.6429
H -30.2148 3.7252 -3.6934
H -31.4696 3.1583 -4.8648
H -30.1703 2.1156 -4.3683
H -32.6520 1.8688 -3.1152
H -31.6699 1.9169 -0.8155
H -30.2825 2.8834 -1.6105
H -30.7074 1.1820 -1.8699
H -33.0185 3.6367 -1.9008
C -29.0047 4.4600 -8.4138
C -28.7200 4.5637 -6.9032
C -27.2507 4.0840 -6.3879
O -28.8514 5.9291 -6.5307
H -30.0723 4.6121 -8.5725
H -28.6544 3.4747 -8.7215
H -28.5548 5.3097 -8.9273
H -29.4081 3.9345 -6.3386
H -27.1797 3.9059 -5.3149
H -26.6316 4.9515 -6.6164
H -26.8903 3.2307 -6.9624
H -29.7724 6.1273 -6.3462
C -26.9125 2.2129 -0.5841
C -26.1366 3.5130 -0.0479
C -26.8874 4.8052 0.3019
O -25.5597 3.0458 1.1776
H -26.9941 2.1335 -1.6681
H -27.8875 1.9995 -0.1461
H -26.3250 1.3612 -0.2412
H -25.3280 3.7175 -0.7496
H -26.4382 5.5421 0.9677
H -27.7495 4.6089 0.9393
H -27.2470 5.3537 -0.5688
H -24.6114 3.1917 1.2104
C -25.7985 10.8718 5.3263
C -26.2051 9.8675 4.1721
C -25.7943 8.3736 4.3824
O -27.5886 9.8464 4.0265
H -26.3133 11.8323 5.3024
H -24.7210 11.0357 5.3144
H -26.1364 10.4087 6.2533
H -25.6904 10.0050 3.2212
H -24.7082 8.3298 4.4642
H -26.2068 7.8692 3.5086
H -26.2382 7.9613 5.2885
H -27.8847 10.2318 4.8544
C -29.3936 5.6453 8.2705
C -29.5406 5.6826 6.7225
C -30.3174 4.4672 6.0740
O -30.3510 6.8283 6.4625
H -28.8070 4.7700 8.5495
H -30.3431 5.4918 8.7833
H -28.8468 6.4764 8.7158
H -28.5586 5.7395 6.2528
H -30.2474 4.5144 4.9873
H -31.3109 4.2020 6.4354
H -29.7268 3.5621 6.2156
H -29.7378 7.5438 6.6460
C -25.7726 1.7508 4.6797
C -27.1852 1.9263 4.0194
C -27.5385 3.4024 3.7544
O -27.1666 1.2924 2.7526
H -25.9317 2.1546 5.6796
H -24.9791 2.3137 4.1882
H -25.5206 0.6919 4.7368
H -27.9382 1.5258 4.6981
H -27.8166 3.8497 4.7087
H -28.4733 3.4985 3.2021
H -26.8607 3.9884 3.1337
H -26.6849 1.8867 2.1725
C -25.5806 -2.1118 3.5466
C -26.5631 -2.2342 4.6984
C -26.0012 -2.7893 5.9239
O -27.3364 -1.0538 4.9444
H -25.0593 -3.0645 3.4543
H -24.8141 -1.4168 3.8894
H -26.0309 -1.8547 2.5878
H -27.2343 -2.9996 4.3089
H -25.6389 -1.9828 6.5614
H -25.2579 -3.5831 5.8504
H -26.8396 -3.3590 6.3247
H -27.5345 -0.7016 4.0736
C -28.0784 -0.9063 -6.2388
C -28.7397 -2.2749 -6.8093
C -27.8008 -3.2025 -7.6116
O -29.1052 -3.0762 -5.7083
H -27.4268 -0.5110 -7.0180
H -27.3648 -1.2567 -5.4930
H -28.6814 -0.1384 -5.7542
H -29.5391 -1.8882 -7.4414
H -27.1179 -3.7038 -6.9256
H -27.2138 -2.5602 -8.2680
H -28.3837 -3.8363 -8.2800
H -30.0648 -3.0897 -5.6851
C -23.1705 8.8411 -6.8329
C -24.1394 7.9513 -6.1804
C -23.6037 7.6258 -4.7690
O -25.4320 8.6076 -6.0561
H -22.8541 9.6598 -6.1866
H -23.5109 9.2456 -7.7861
H -22.3166 8.2330 -7.1314
H -24.2681 7.1331 -6.8889
H -22.5234 7.5052 -4.8489
H -23.9464 6.6600 -4.3977
H -23.8796 8.3405 -3.9937
H -25.8337 8.0697 -5.3699
C -34.2774 1.5531 4.6157
C -33.4321 1.8984 3.3654
C -32.1212 2.5328 3.7375
O -33.2957 0.7449 2.5705
H -34.3809 2.4273 5.2585
H -33.9252 0.7135 5.2151
H -35.3003 1.4809 4.2463
H -34.0274 2.6427 2.8364
H -31.3456 2.3165 3.0029
H -31.8121 2.1066 4.6919
H -32.2318 3.6008 3.9253
H -32.8357 0.1403 3.1574
C -20.4894 3.2316 0.9417
C -21.8449 2.6511 0.4962
C -22.2840 1.4033 1.3530
O -22.8207 3.5899 0.7425
H -20.4934 3.8339 1.8502
H -20.2929 3.9616 0.1566
H -19.6664 2.5170 0.9339
H -21.8032 2.4392 -0.5722
H -23.0877 0.9232 0.7948
H -22.6893 1.6362 2.3377
H -21.4753 0.6784 1.4457
H -22.2792 4.3826 0.7486
C -31.7220 -2.4712 2.3673
C -30.8348 -1.8667 3.5542
C -29.9726 -0.7036 3.0664
O -31.6485 -1.2700 4.5027
H -32.6343 -1.8747 2.3690
H -32.0974 -3.4754 2.5638
H -31.3731 -2.3144 1.3466
H -30.2567 -2.6435 4.0547
H -28.9763 -1.0106 2.7481
H -29.7462 -0.0131 3.8788
H -30.4998 -0.1252 2.3077
H -31.1130 -1.1147 5.2842
C -22.7220 4.5333 5.3168
C -21.9117 3.3776 5.9569
C -21.4448 2.2174 5.0336
O -20.7558 4.0859 6.2333
H -22.5723 5.5403 5.7064
H -23.7813 4.2787 5.2827
H -22.4585 4.7417 4.2799
H -22.4467 2.9745 6.8168
H -22.3186 1.6718 4.6773
H -20.6721 1.5470 5.4099
H -21.1318 2.6536 4.0849
H -19.9963 3.4992 6.2575
C -21.8151 4.1414 -3.3337
C -20.3393 3.8619 -3.6833
C -19.6727 5.0839 -4.2694
O -19.7113 3.3397 -2.5280
H -22.4302 3.2462 -3.4257
H -22.1964 4.9634 -3.9396
H -21.9607 4.5468 -2.3324
H -20.2174 3.1104 -4.4633
H -18.6173 4.9915 -4.5260
H -19.7933 5.9984 -3.6887
H -20.1785 5.3490 -5.1978
H -19.5546 4.1213 -1.9930
C -29.8790 11.2280 1.4671
C -28.9903 10.2857 0.5800
C -27.8122 11.0802 -0.0313
O -28.4672 9.2346 1.3691
H -30.2360 12.1442 0.9968
H -29.5235 11.5976 2.4289
H -30.7500 10.6216 1.7156
H -29.5429 9.8703 -0.2627
H -27.1603 10.4991 -0.6836
H -27.2255 11.7168 0.6310
H -28.3429 11.8291 -0.6193
H -28.0573 9.5469 2.1791
C -26.2614 7.4609 -2.3541
C -27.3617 7.0045 -3.3269
C -28.2594 8.2195 -3.7591
O -26.7503 6.4434 -4.4866
H -25.6124 6.5934 -2.2341
H -26.5412 7.7553 -1.3426
H -25.6581 8.2642 -2.7771
H -27.9957 6.2258 -2.9028
H -28.7678 8.5353 -2.8481
H -29.0562 7.9552 -4.4543
H -27.7254 9.1039 -4.1068
H -27.3799 6.1858 -5.1641

## Properties
- ΔE to the lowest compared entry with this formula, charge and spin (kcal per mole) = 187.8
- net charge = 0
- electronic energy (eV) = -105757.2771